<a>
Here is a single C3H7NO3 molecule from the OMol25 dataset. Energies are from ωB97M-V/def2-TZVPD.

Each line ends with the natural charge from an NBO analysis.
CARTESIAN COORDINATES (ANGSTROEM)
1 O -1.7478 -0.5328 -0.4412  -0.556
2 O -0.2235 0.7437 0.8516  -0.588
3 O 1.8450 0.5878 -1.1836  -0.564
4 N 0.4695 0.8294 -1.3140  -0.405
5 C -0.1102 1.6244 -0.2474  0.047
6 C -0.3059 -1.6882 1.0881  -0.733
7 C -0.7562 -0.5385 0.2333  0.818
8 H -1.1097 1.9234 -0.5883  0.194
9 H -1.1760 -2.2786 1.3633  0.248
10 H 0.1686 -1.3513 2.0044  0.245
11 H 0.5601 2.4452 0.0255  0.201
12 H -0.0095 0.3008 -2.0378  0.397
13 H 0.4006 -2.3048 0.5329  0.241
14 H 1.9948 0.2396 -0.2868  0.454

Calculated values
Charge = 0
Lowest unoccupied orbital energy = 0.7 eV
SMILES = CC(=O)OCNO


<b>
Here is a single C3H7NO3 molecule from the OMol25 dataset. Energies are from ωB97M-V/def2-TZVPD.

Each line ends with the natural charge from an NBO analysis.
CARTESIAN COORDINATES (ANGSTROEM)
1 O 0.3668 -0.3421 -1.4123  -0.542
2 O 0.1628 2.6201 2.7466  -0.527
3 O -0.8108 0.9317 -0.0294  -0.415
4 N 0.1686 1.0925 0.9876  -0.381
5 C 0.9979 -1.6575 -1.3586  -0.299
6 C -0.6986 -0.3903 -0.5476  0.221
7 C -0.4819 1.9228 2.0323  0.536
8 H 0.8405 1.7080 0.5575  0.367
9 H 1.6833 -1.6981 -2.2829  0.212
10 H -1.7578 -0.4140 -1.0922  0.161
11 H 1.5275 -1.8643 -0.2968  0.201
12 H -1.5291 1.7009 2.0949  0.121
13 H 0.1644 -2.4783 -1.6490  0.179
14 H -0.6334 -1.1314 0.2500  0.166

Calculated values
Charge = 0
Lowest unoccupied orbital energy = 0.9 eV
SMILES = COCONC=O


<c>
Here is a single C3H7NO3 molecule from the OMol25 dataset. Energies are from ωB97M-V/def2-TZVPD.

Each line ends with the natural charge from an NBO analysis.
CARTESIAN COORDINATES (ANGSTROEM)
1 O 1.1712 0.8233 -1.6411  -0.705
2 O 2.1807 1.7207 0.1720  -0.647
3 O -2.5652 -1.7677 0.4240  -0.716
4 N 0.4211 0.2908 0.3944  -0.636
5 C -1.4854 -1.0162 1.0227  -0.073
6 C 1.3320 1.0000 -0.2990  0.881
7 C -0.5382 -0.6679 -0.1285  -0.226
8 H -0.0142 -1.5502 -0.4705  0.206
9 H 0.3410 0.5784 1.3418  0.402
10 H -1.1818 -0.2381 -0.8942  0.214
11 H -1.0987 -1.6794 1.7951  0.173
12 H -3.2099 -1.8426 1.1443  0.467
13 H 1.7694 1.4386 -2.0639  0.500
14 H -1.8606 -0.0894 1.4617  0.161

Calculated values
Charge = 0
Lowest unoccupied orbital energy = 0.7 eV
SMILES = O=C(O)NCCO


<d>
Here is 2 unconnected molecules or ions with the total composition C3H7NO3 from the OMol25 dataset. Energies are from ωB97M-V/def2-TZVPD.

Each line ends with the natural charge from an NBO analysis.
CARTESIAN COORDINATES (ANGSTROEM)
1 O 1.8926 0.7822 2.3734  -0.936
2 O -0.2459 0.5390 -2.7626  -0.583
3 O -0.9809 0.6565 1.0563  -0.527
4 N 0.5019 -0.5992 -0.9094  -0.616
5 C -0.9059 -0.9818 -0.6199  -0.358
6 C 0.5566 0.3998 -1.8896  0.538
7 C -1.6007 0.0323 0.2213  0.418
8 H 1.4600 1.0100 -1.7791  0.117
9 H 0.9686 -0.2375 -0.0850  0.397
10 H 1.2918 0.0714 2.6325  0.469
11 H -1.4032 -1.1105 -1.5774  0.246
12 H -0.8240 -1.9297 -0.0874  0.235
13 H -2.7009 0.0862 0.2565  0.130
14 H 1.9901 1.2813 3.1704  0.469

Calculated values
Charge = 0
Lowest unoccupied orbital energy = 0.6 eV
SMILES = O=CCNC=O.O


It is <c> that is the most stable of them.


<a>
Here is a molecular structure, C3H7NO3 from the OMol25 dataset. Energies are from ωB97M-V/def2-TZVPD.

Each line ends with the natural charge from an NBO analysis.
CARTESIAN COORDINATES (ANGSTROEM)
1 O 0.8707 1.7313 0.3646  -0.992
2 O -0.3932 -0.6575 -2.2048  -0.669
3 O 1.1150 -0.9639 1.5769  -0.658
4 N -1.4474 0.9566 -0.1764  -0.822
5 C 0.2032 -0.6747 -0.9774  0.125
6 C -0.2207 0.2624 -0.0212  0.187
7 C -0.0731 -0.4660 1.1823  0.231
8 H -1.2781 1.9191 0.0957  0.409
9 H 1.7539 1.3998 0.5751  0.439
10 H 1.0704 -1.3067 -0.8505  0.194
11 H -0.0129 -1.3308 -2.7803  0.492
12 H -1.7435 0.9335 -1.1444  0.378
13 H -0.8935 -0.4768 1.8914  0.189
14 H 1.0494 -1.3263 2.4693  0.497

Calculated values
Charge = 0
Lowest unoccupied orbital energy (spin up / spin down) = 0.3 / 0.4 eV


<b>
Here is 2 unconnected molecules or ions with the total composition C3H7NO3 from the OMol25 dataset. Energies are from ωB97M-V/def2-TZVPD.

Each line ends with the natural charge from an NBO analysis.
CARTESIAN COORDINATES (ANGSTROEM)
1 O -2.5842 0.7543 0.2768  -0.515
2 O 1.6050 1.7444 -0.5157  -0.686
3 O -1.0655 1.2871 -1.3352  -0.605
4 N 0.3521 -0.5621 -0.0168  -0.759
5 C 1.1590 0.9140 0.4641  0.174
6 C -0.3880 -1.7629 0.3147  -0.400
7 C -1.6465 0.7477 -0.4315  1.029
8 H -0.9107 -1.6007 1.2562  0.206
9 H 0.2749 -2.6259 0.3742  0.174
10 H 0.8713 1.9841 -1.1002  0.504
11 H -1.0106 -2.0363 -0.5484  0.190
12 H 0.4534 1.3532 1.1704  0.157
13 H 2.0444 0.5479 0.9787  0.178
14 H 0.8452 -0.7449 -0.8873  0.354

Calculated values
Charge = 0
Lowest unoccupied orbital energy = 0.4 eV
SMILES = O=C=O.CNCO


It is <b> that is the most stable of them.


<a>
Here is a single C4H10NOP molecule from the OMol25 dataset. Energies are from ωB97M-V/def2-TZVPD.

Each line ends with the natural charge from an NBO analysis.
CARTESIAN COORDINATES (ANGSTROEM)
1 P -0.3885 -0.8625 -0.5154  1.919
2 O 0.6085 -0.4260 -1.6977  -0.993
3 N -0.3433 0.6096 0.4462  -0.791
4 C 0.0554 -2.3930 0.1598  -1.242
5 C -2.0430 -0.6327 -1.1959  -0.978
6 C 1.2175 2.0985 1.5470  -0.693
7 C 0.7051 1.3334 0.4653  0.186
8 H -2.7395 -0.7277 -0.4652  0.246
9 H -2.0102 0.3945 -1.4927  0.250
10 H 1.1100 -2.4238 0.5683  0.232
11 H -0.4743 -2.5955 1.0770  0.236
12 H 1.3457 1.2625 -0.4694  0.151
13 H 1.5954 1.5675 2.3745  0.246
14 H 0.5204 2.8914 1.8345  0.240
15 H 2.0786 2.6079 1.2053  0.218
16 H -2.3235 -1.3916 -1.9199  0.252
17 H 1.0857 -1.3126 -1.9217  0.520

Calculated values
Charge = 0
Lowest unoccupied orbital energy = 0.8 eV
SMILES = C=[P@](C)(O)/N=C/C


<b>
Here is a single C4H10NOP molecule from the OMol25 dataset. Energies are from ωB97M-V/def2-TZVPD.

Each line ends with the natural charge from an NBO analysis.
CARTESIAN COORDINATES (ANGSTROEM)
1 P 1.6881 0.3762 -0.2430  1.779
2 O 2.3370 0.3327 -1.5773  -1.045
3 N -0.2540 0.8493 -0.3490  -0.655
4 C 1.4238 -1.0550 0.8866  -0.782
5 C -0.9493 -0.2875 0.1697  -0.245
6 C -0.0599 -0.8600 1.2854  -0.396
7 C -0.6460 1.0997 -1.7986  -0.416
8 H -1.7540 0.8784 -1.6121  0.187
9 H -1.1932 -1.0680 -0.5377  0.157
10 H 1.5115 -1.9395 0.3212  0.245
11 H -0.3942 2.0722 -2.0958  0.207
12 H -0.3663 0.3126 -2.5244  0.193
13 H 1.8901 -1.0460 1.8519  0.259
14 H -1.8733 0.0003 0.4525  0.193
15 H -0.4692 -1.9254 1.5405  0.219
16 H 2.0143 1.3617 0.5840  -0.117
17 H -0.2459 -0.1751 2.1764  0.217

Calculated values
Charge = 0
Lowest unoccupied orbital energy = 1.0 eV
SMILES = CN1CCC[P@H]1=O


It is <b> that is the most stable of them.


<a>
Here is a single C5H7P molecule from the OMol25 dataset. Energies are from ωB97M-V/def2-TZVPD.

Each line ends with the natural charge from an NBO analysis.
CARTESIAN COORDINATES (ANGSTROEM)
1 P -3.3744 -0.8053 0.0005  0.363
2 C -2.7079 0.8207 0.1171  -0.642
3 C 1.4935 -1.0837 0.1542  -0.664
4 C -1.4681 1.2960 -0.0069  -0.184
5 C -0.1886 0.6338 -0.1254  -0.267
6 C 0.0162 -0.6901 -0.2023  -0.128
7 H 2.2515 -1.0550 -0.6983  0.221
8 H 0.7532 1.0981 0.0332  0.212
9 H -3.5885 1.3426 0.4469  0.236
10 H 1.9603 -0.6214 0.9792  0.218
11 H -1.4751 2.3069 0.2064  0.204
12 H 1.4561 -2.2211 0.3368  0.216
13 H -0.7491 -1.5272 -0.5190  0.217

Calculated values
Charge = 0
Lowest unoccupied orbital energy (spin up / spin down) = -1.2 / -1.3 eV


<b>
Here is a single C5H7P molecule from the OMol25 dataset. Energies are from ωB97M-V/def2-TZVPD.

Each line ends with the natural charge from an NBO analysis.
CARTESIAN COORDINATES (ANGSTROEM)
1 P 0.5547 -0.4750 -1.9968  0.335
2 C 0.4043 2.5688 0.5649  0.221
3 C -0.1937 -0.8897 0.6098  -0.451
4 C -0.4173 0.1323 -0.5074  -0.441
5 C 0.4237 0.1734 1.4936  -0.365
6 C 0.1756 1.2789 0.3854  -0.413
7 H -0.4765 -1.2783 -2.3724  -0.034
8 H 1.5653 0.1620 1.5278  0.238
9 H -1.4973 0.1996 -0.9197  0.253
10 H 0.3828 0.6511 -2.7120  -0.033
11 H -1.1478 -1.2977 0.9599  0.217
12 H 0.3723 -1.8477 0.5931  0.229
13 H -0.1460 0.6223 2.3737  0.245

Calculated values
Charge = 0
Lowest unoccupied orbital energy = -0.5 eV


It is <a> that is the most stable of them.